C5H3N | ωB97M-V/def2-TZVPD

Values from the calculation:
total energy = -246.723912 hartree
LUMO level (spin up / spin down) = -0.20 / -2.45 eV
HOMO energy (spin up / spin down) = -7.1 / -9.3 eV
HOMO-LUMO gap (spin up / spin down) = 6.89 / 6.87 eV
multiplicity = 3
⟨S²⟩ = 2.04

Cartesian coordinates (Å):
1 C 0.44947 0.86339 1.23320
2 C -0.82554 0.85467 1.16220
3 C -0.54409 0.20071 -0.72496
4 C 0.92248 0.12321 0.04756
5 C -1.74128 0.50631 0.13905
6 N -1.32284 1.10994 -1.16209
7 H 1.63350 0.67176 -0.56217
8 H 1.24694 -0.89459 0.23667
9 H -2.63931 -0.07089 0.25328

Results of the Mulliken charge analysis, in e, for atoms 1 through 6:
1. C -0.18
2. C -0.28
3. C 0.31
4. C -0.20
5. C -0.12
6. N -0.44



C27H22F3NO5P2Rh | ωB97M-V/def2-TZVPD

Values from the calculation:
total energy = -2564.728502 hartree
total charge = +3
LUMO level (spin up / spin down) = -11.79 / -13.56 eV
HOMO energy (spin up / spin down) = -16.5 / -16.4 eV
HOMO-LUMO gap (spin up / spin down) = 4.67 / 2.86 eV
multiplicity = 5
⟨S²⟩ = 6.05

Cartesian coordinates (Å):
1 Rh -0.45230 0.06836 -0.51279
2 O 1.67283 0.03007 -0.39662
3 P 2.71192 0.23202 0.66676
4 C 2.30497 -0.77332 2.15975
5 P 0.66912 -0.23589 2.80661
6 O -0.32819 -0.06837 1.70268
7 C 0.86226 1.26826 3.76383
8 C 0.07902 2.37048 3.41775
9 C 0.19753 3.53552 4.16025
10 C 1.05337 3.57673 5.25825
11 C 1.82322 2.47031 5.60884
12 C 1.72272 1.30492 4.86931
13 C -0.00837 -1.45004 3.99856
14 C -1.27015 -1.07055 4.56782
15 C -1.97780 -1.94986 5.38930
16 C -1.41362 -3.16999 5.68026
17 C -0.17378 -3.55642 5.09695
18 C 0.55488 -2.66768 4.28303
19 C 2.88684 1.98121 1.08774
20 C 3.67175 2.41198 2.18836
21 C 3.77402 3.75508 2.45573
22 C 3.14857 4.67242 1.60196
23 C 2.38134 4.24416 0.49768
24 C 2.28189 2.90087 0.21418
25 C 4.35587 -0.17584 0.05324
26 C 4.73741 0.51202 -1.11678
27 C 5.94578 0.21596 -1.71967
28 C 6.78214 -0.72196 -1.12458
29 C 6.38588 -1.42322 0.02143
30 C 5.18676 -1.12565 0.64541
31 H 3.07860 -0.73258 2.92951
32 H 2.20378 -1.79861 1.79141
33 H -0.60670 2.31244 2.57937
34 H -0.39809 4.39966 3.89515
35 H 1.09413 4.46799 5.87189
36 H 2.47626 2.50639 6.47072
37 H 2.28501 0.42536 5.16852
38 H -1.68134 -0.08694 4.36354
39 H -2.92783 -1.65562 5.81372
40 H -1.90290 -3.83107 6.38628
41 H 0.20885 -4.55933 5.25214
42 H 1.50095 -2.97830 3.86179
43 H 4.20591 1.69789 2.80278
44 H 4.37422 4.09733 3.28733
45 H 3.29163 5.73414 1.76663
46 H 1.88010 4.96217 -0.13845
47 H 1.69838 2.56806 -0.63260
48 H 4.08639 1.25749 -1.55780
49 H 6.24036 0.72826 -2.62460
50 H 7.77094 -0.88684 -1.53392
51 H 7.00584 -2.21622 0.41827
52 H 4.89826 -1.66740 1.53635
53 F -1.65814 4.40588 1.51722
54 C -1.71334 4.18271 0.18496
55 F -2.82138 4.69994 -0.29880
56 F -0.65066 4.79154 -0.36758
57 C -1.65615 2.62195 -0.02734
58 O -2.58571 1.95383 0.38302
59 O -0.55016 2.22208 -0.53490
60 O -3.01719 -0.81528 -0.02070
61 N -2.14231 -0.45800 -0.59975

Results of the Mulliken charge analysis, in e, for atoms 1 through 6:
1. Rh 1.23
2. O -0.67
3. P 0.63
4. C -1.23
5. P 0.40
6. O -0.25



CH4N2P2 | ωB97M-V/def2-TZVPD

Values from the calculation:
total energy = -832.558806 hartree
LUMO level = -0.74 eV
HOMO energy = -8.7 eV
HOMO-LUMO gap = 7.98 eV
multiplicity = 1

Cartesian coordinates (Å):
1 C 1.04060 -1.09984 -0.23632
2 N -1.47920 -1.09467 -0.14232
3 N 1.20486 0.05620 0.28689
4 P -1.49002 0.42685 -0.00488
5 P 0.49861 1.44388 -0.19624
6 H 1.23992 -1.93553 0.41498
7 H 0.49823 -1.21427 -1.19563
8 H -2.37733 0.96091 0.77626
9 H 0.07604 1.96150 1.03670

Results of the Mulliken charge analysis, in e, for atoms 1 through 6:
1. C -0.31
2. N -0.47
3. N -0.34
4. P 0.25
5. P 0.01
6. H 0.30



H26O13 | ωB97M-V/def2-TZVPD

Values from the calculation:
total energy = -993.344996 hartree
total charge = +1
LUMO level (spin up / spin down) = -3.10 / -10.06 eV
HOMO energy (spin up / spin down) = -14.0 / -13.5 eV
HOMO-LUMO gap (spin up / spin down) = 10.85 / 3.45 eV
multiplicity = 2
⟨S²⟩ = 0.76

Cartesian coordinates (Å):
1 O 2.89856 -0.69027 0.90873
2 H 2.54968 -1.40565 1.44045
3 H 3.84724 -0.81599 0.93003
4 O -2.24119 1.88540 1.79112
5 H -2.76485 2.31687 2.46629
6 H -2.59371 2.21727 0.96540
7 O -2.41552 0.23855 -1.36027
8 H -1.50059 -0.04275 -1.36338
9 H -2.37261 1.19478 -1.36140
10 O -2.78408 -1.64023 0.56514
11 H -2.11142 -1.36691 1.18888
12 H -2.70352 -1.02180 -0.16101
13 O 3.36810 -0.79970 -1.92075
14 H 4.00681 -0.08681 -1.91205
15 H 3.08087 -0.87569 -1.01082
16 O -0.97044 -0.31741 2.51907
17 H -0.85928 -0.30416 3.46971
18 H -1.20657 0.58211 2.29250
19 O 0.23854 0.04635 -0.58103
20 H 0.70298 -0.66900 -0.14653
21 H -0.11308 0.57449 0.13568
22 O 0.63513 -2.28248 1.51036
23 H 0.75337 -2.79582 2.30958
24 H 0.01408 -1.59656 1.75539
25 O 0.12879 3.49972 0.16981
26 H 1.03403 3.76018 -0.00028
27 H 0.04313 3.53758 1.12242
28 O 0.34930 -4.09458 -0.30423
29 H 0.90702 -4.83689 -0.07146
30 H 0.57553 -3.41578 0.33160
31 O -2.22684 2.92826 -0.95492
32 H -2.47187 3.70761 -1.45371
33 H -1.28757 3.02807 -0.79983
34 O 0.10339 -2.46631 -2.66361
35 H 0.95655 -2.04511 -2.76822
36 H 0.08275 -2.74229 -1.74729
37 O 1.54564 2.33949 -2.13485
38 H 1.60709 1.50519 -1.66967
39 H 1.19453 2.95027 -1.48685

Results of the Mulliken charge analysis, in e, for atoms 1 through 6:
1. O -0.64
2. H 0.30
3. H 0.32
4. O -0.56
5. H 0.26
6. H 0.29



C5H6O | ωB97M-V/def2-TZVPD

Values from the calculation:
total energy = -269.172482 hartree
LUMO level = -0.37 eV
HOMO energy = -10.2 eV
HOMO-LUMO gap = 9.80 eV
multiplicity = 1

Cartesian coordinates (Å):
1 C -0.76549 0.52659 0.53971
2 C -0.29838 -0.77076 -0.14660
3 O -0.12160 -0.08101 -1.38992
4 C -0.12834 1.16677 -0.69383
5 C 1.72604 -0.64438 1.23968
6 C 1.02144 -1.26425 0.35777
7 H -1.85419 0.61088 0.56139
8 H -0.34526 0.78176 1.51638
9 H -1.00327 -1.59849 -0.23862
10 H -0.66908 1.93668 -1.24703
11 H 0.93284 1.49997 -0.49412
12 H 1.50529 -2.16377 -0.00480

Results of the Mulliken charge analysis, in e, for atoms 1 through 6:
1. C -0.74
2. C 0.34
3. O -0.41
4. C -0.34
5. C -0.41
6. C -0.30



C15H19AsFN2O6PtS5 | ωB97M-V/def2-TZVPD

Values from the calculation:
total energy = -5589.506804 hartree
total charge = +1
LUMO level (spin up / spin down) = -3.18 / -6.43 eV
HOMO energy (spin up / spin down) = -10.8 / -11.8 eV
HOMO-LUMO gap (spin up / spin down) = 7.62 / 5.40 eV
multiplicity = 5
⟨S²⟩ = 6.05

Cartesian coordinates (Å):
1 Pt 0.93417 0.43379 -0.14852
2 C 3.57682 1.54069 1.22674
3 O 2.41825 1.76412 2.05314
4 C 1.19059 1.44643 1.66314
5 O 0.24066 1.68550 2.34484
6 H 4.27204 2.33874 1.46162
7 H 3.32252 1.58453 0.16862
8 H 4.01397 0.57712 1.46172
9 C 0.10592 3.96779 0.19421
10 As -0.10591 2.43478 -0.96092
11 C -2.02923 2.38262 -1.16785
12 C 0.57777 3.18507 -2.60662
13 H -0.38844 4.80781 -0.29191
14 H 1.15855 4.20567 0.33828
15 H -0.35465 3.77916 1.15980
16 H -2.30093 3.05192 -1.98115
17 H -2.46853 2.74008 -0.24208
18 H -2.39517 1.38274 -1.38880
19 H -0.08956 3.99969 -2.87856
20 H 0.61960 2.46249 -3.41296
21 H 1.57090 3.58647 -2.42035
22 F -0.78373 0.46048 -3.24812
23 C -0.51880 -0.67447 -2.65827
24 C 0.82679 -0.81046 -2.08364
25 N 1.10831 -2.12366 -1.70970
26 C 2.44038 -2.45619 -1.34044
27 C 2.88415 -1.93148 0.10880
28 O 3.90216 -2.41739 0.51491
29 O 2.12671 -1.04706 0.67247
30 C 0.09600 -3.11583 -1.47178
31 O 0.36820 -4.15276 -0.93039
32 N -1.15644 -2.81112 -1.92715
33 C -1.59483 -1.58765 -2.45681
34 O -2.76404 -1.37462 -2.68493
35 H 1.62127 -0.38431 -2.69265
36 H 3.15631 -1.99895 -2.02193
37 H 2.55889 -3.52914 -1.30780
38 H -1.85873 -3.52496 -1.80316
39 C -1.09101 -3.92035 2.46569
40 S -2.19396 -3.11362 3.64062
41 C -2.54184 -1.51344 3.12364
42 C -1.98806 -0.68478 2.12418
43 S -0.79010 -1.14986 1.02500
44 S -2.65045 0.91382 2.06752
45 C -3.79695 0.76841 3.35353
46 S -4.80241 1.95571 3.78556
47 S -3.77578 -0.79611 4.10433
48 H -1.04667 -4.94560 2.83120
49 H -0.09799 -3.48127 2.48384
50 H -1.50670 -3.91054 1.46307

Results of the Mulliken charge analysis, in e, for atoms 1 through 6:
1. Pt 1.09
2. C -0.62
3. O -0.31
4. C 0.30
5. O -0.47
6. H 0.31



C15H26CaCl2F5O6 | ωB97M-V/def2-TZVPD

Values from the calculation:
total energy = -3135.617344 hartree
total charge = +1
LUMO level = -3.02 eV
HOMO energy = -8.9 eV
HOMO-LUMO gap = 5.87 eV
multiplicity = 1

Cartesian coordinates (Å):
1 Ca -0.11771 0.16115 -0.01579
2 C -0.93704 2.82382 2.30591
3 C -1.68245 3.03095 0.95347
4 O -1.02660 2.52468 -0.22035
5 C -1.71102 2.69616 -1.44698
6 C -0.74193 2.44497 -2.56492
7 O 0.04887 1.27963 -2.19794
8 C 0.60619 0.73985 -3.43781
9 C 0.66799 -0.76735 -3.34588
10 O 0.95084 -1.18618 -1.95318
11 C 1.26368 -2.56311 -2.14157
12 C 1.17589 -3.30312 -0.84980
13 O 0.52861 -2.49993 0.21812
14 C 0.22224 -3.33597 1.43192
15 C 0.55356 -2.58710 2.70204
16 O 0.29234 -1.18090 2.46676
17 C 0.21668 -0.51292 3.74148
18 C -0.18582 0.96263 3.59683
19 O -0.53508 1.37871 2.31205
20 H -1.70010 3.07969 3.04898
21 H -0.04806 3.38557 2.30533
22 H -1.91524 4.17477 0.83156
23 H -2.62340 2.51050 1.01757
24 H -2.20958 3.70632 -1.54770
25 H -2.59181 2.01524 -1.59221
26 H -0.10721 3.30445 -2.72656
27 H -1.26941 2.23899 -3.47957
28 H 1.65549 1.13751 -3.65888
29 H 0.06741 1.12873 -4.31940
30 H 1.39286 -1.13557 -4.07956
31 H -0.27768 -1.26552 -3.58997
32 H 2.28989 -2.69695 -2.61715
33 H 0.51605 -2.95843 -2.91687
34 H 2.23692 -3.47182 -0.55912
35 H 0.65110 -4.25260 -1.05894
36 H 0.83717 -4.23791 1.37886
37 H -0.85380 -3.52887 1.46689
38 H 1.57734 -2.77434 3.04057
39 H -0.12126 -2.82747 3.56309
40 H 1.23310 -0.56231 4.13017
41 H -0.45912 -1.12406 4.52428
42 H 0.60968 1.62151 3.94094
43 H -1.12006 1.12183 4.22387
44 Cl -2.91174 -0.07507 -0.33014
45 C -3.98648 -1.42263 -1.19407
46 Cl -3.49044 -1.92257 -2.72375
47 H -4.80928 -0.71235 -1.29226
48 H -4.17502 -2.13464 -0.44214
49 F 3.48500 -0.65177 -0.13202
50 C 2.77819 0.18119 0.62793
51 F 3.17477 0.00235 1.93399
52 C 3.11778 1.67494 0.27140
53 F 2.36642 2.40955 1.14734
54 F 2.63828 1.93237 -0.96723
55 F 4.45300 2.02337 0.22044

Results of the Mulliken charge analysis, in e, for atoms 1 through 6:
1. Ca 1.59
2. C -0.88
3. C -0.69
4. O -0.20
5. C -0.67
6. C -0.56



C2H2INO | ωB97M-V/def2-TZVPD

Values from the calculation:
total energy = -505.044087 hartree
LUMO level = 0.00 eV
HOMO energy = -10.1 eV
HOMO-LUMO gap = 10.13 eV
multiplicity = 1

Cartesian coordinates (Å):
1 C 1.56026 0.10643 1.73432
2 C 0.37718 0.38981 0.74726
3 N 2.48799 -0.12989 2.36075
4 O -0.50883 -0.67405 0.51960
5 I -0.76928 2.03286 1.43117
6 H 0.93675 0.72299 -0.19633
7 H -0.83008 -1.03529 -0.36455

Results of the Mulliken charge analysis, in e, for atoms 1 through 6:
1. C 0.07
2. C 0.00
3. N -0.32
4. O -0.51
5. I 0.10
6. H 0.30



C3H12N2O2 | ωB97M-V/def2-TZVPD

Values from the calculation:
total energy = -381.453052 hartree
LUMO level = 0.80 eV
HOMO energy = -8.6 eV
HOMO-LUMO gap = 9.40 eV
multiplicity = 1

Cartesian coordinates (Å):
1 N -0.76025 1.25647 1.31048
2 C 0.00664 0.91585 0.12448
3 C 0.00379 2.11437 -0.88743
4 O -0.08388 3.36821 -0.26002
5 C -0.66111 -0.25420 -0.60814
6 N -0.50820 -1.60407 -0.13756
7 H -1.56924 0.67405 1.44548
8 H -0.79863 2.22151 1.55161
9 H 1.01752 0.60959 0.41792
10 H -0.90375 2.08422 -1.49666
11 H 0.92357 2.12150 -1.49512
12 H 0.57153 3.73827 0.35014
13 H -0.48234 -0.25212 -1.69251
14 H -1.72016 0.03829 -0.63029
15 H 0.44468 -1.93116 -0.04433
16 H -0.92499 -1.83392 0.74325
17 H 1.49907 -4.67391 1.11219
18 H 2.31262 -4.49814 -0.17637
19 O 1.63311 -4.09483 0.37288

Results of the Mulliken charge analysis, in e, for atoms 1 through 6:
1. N -0.48
2. C 0.59
3. C -0.44
4. O -0.60
5. C -1.26
6. N -0.51



Q: Number 8 is which compound?
A: C2H2INO